Density functional theory data (wB97M-V/def2-TZVPD) for a structure of composition C4H8Ag3ClO in a non-equilibrium geometry.

Calculated values
Total charge ... +2
ΔE to the lowest compared entry with this formula, charge and spin ... 81.7 kJ/mol
Electronic energy ... -30824.70245 eV
HOMO ... -13.774 eV
Multiplicity ... 1
Maximum force ... 2.4 eV/A
Frontier orbital gap ... 0.114 Ha

The geometry in XYZ format:
```
17
C4H8Ag3ClO wB97M-V/def2-TZVPD
Ag -14.32726 -12.44928 -2.05815
Ag -12.61364 -13.56814 -5.36676
Ag -15.97607 -13.74935 -5.10224
Cl -14.22598 -14.93829 -3.27460
C -15.30669 -17.09278 0.87421
C -16.16849 -18.21337 1.40917
C -16.02862 -19.25408 0.26596
O -15.56890 -18.62312 -0.94177
C -15.57999 -17.23974 -0.64796
H -14.26999 -17.29235 1.14534
H -15.51851 -16.06260 1.16053
H -17.19451 -17.92414 1.63659
H -15.83434 -18.68307 2.33428
H -16.99819 -19.74940 0.31777
H -15.33865 -20.04733 0.55369
H -16.53209 -16.78763 -0.92582
H -14.76222 -16.70402 -1.12997
```

These are the natural (NBO) partial charges, in e, on atoms 1 to 5: atom 1 (Ag): 0.94, atom 2 (Ag): 0.94, atom 3 (Ag): 0.92, atom 4 (Cl): -0.81, atom 5 (C): -0.43

Density functional theory data (wB97M-V/def2-TZVPD) for the molecule C6H12O in a non-equilibrium geometry.

Calculated values
ΔE to the lowest compared entry with this formula, charge and spin ... 380.1 kJ/mol
Electronic energy ... -8460.41412 eV
HOMO ... -8.984 eV
Multiplicity ... 1
Maximum force ... 4.1 eV/A
SMILES ... CCC[C@H]1C[C@H]1O
Frontier orbital gap ... 0.364 Ha

The geometry in XYZ format:
```
19
C6H12O wB97M-V/def2-TZVPD
C 0.04817 1.97473 -1.65565
C 0.78039 1.07594 -0.66893
C 0.05959 -0.24716 -0.55907
C 0.61830 -1.26174 0.42253
C 0.37805 -0.82892 1.84152
C -0.71638 -1.54565 1.08246
O -2.12514 -0.73176 0.67044
H 0.04976 1.52587 -2.65665
H -0.99945 2.10353 -1.35358
H 0.51203 2.96159 -1.72593
H 0.80007 1.56008 0.31935
H 1.83417 0.96477 -0.96359
H -0.05231 -0.77506 -1.51433
H -1.12511 -0.11214 -0.18139
H 1.43573 -1.99255 0.20910
H 0.32159 0.23959 2.04812
H 0.83512 -1.40117 2.65620
H -1.12181 -2.49323 1.35054
H -2.66451 -1.18130 -0.02522
```

These are the natural (NBO) partial charges, in e, on atoms 1 to 5: atom 1 (C): -0.60, atom 2 (C): -0.40, atom 3 (C): -0.49, atom 4 (C): -0.26, atom 5 (C): -0.45

Density functional theory data (wB97M-V/def2-TZVPD) for a structure of composition C41H48BrClN5O4S2W.

Calculated values
Total charge ... +1
ΔE to the lowest compared entry with this formula, charge and spin ... 99.1 kJ/mol
Electronic energy ... -164994.42448 eV
HOMO (alpha / beta) ... -9.744 / -10.311 eV
Multiplicity ... 3
Maximum force ... 0.8 eV/A
Frontier orbital gap (alpha / beta) ... 0.259 / 0.262 Ha

The geometry in XYZ format:
```
103
C41H48BrClN5O4S2W wB97M-V/def2-TZVPD
W 0.58807 0.59926 0.29531
S 2.99522 3.97544 2.52582
C 2.50820 4.66610 1.00432
C 2.78373 5.93979 0.51447
C 2.30952 6.26533 -0.73971
C 1.57677 5.33914 -1.49099
C 1.29831 4.07874 -1.00513
C 1.76972 3.73755 0.26422
N 1.58439 2.52700 0.93335
C 2.18153 2.52338 2.10384
C 2.10127 1.30736 2.89680
C 2.67803 1.15658 4.15717
C 2.55527 -0.05721 4.80541
C 1.86698 -1.10159 4.18886
C 1.28889 -0.93764 2.93862
C 1.38698 0.28251 2.25943
H 3.35794 6.64800 1.09512
H 2.51523 7.24391 -1.15032
H 1.22880 5.61315 -2.47781
H 0.74792 3.36764 -1.60460
H 3.22313 1.96865 4.62307
H 3.00315 -0.20055 5.77880
H 1.79088 -2.05842 4.69018
H 0.77596 -1.77716 2.48024
C 0.77333 -7.19081 -1.66173
C 1.00595 -6.68712 -0.23158
C 2.44804 -6.99895 0.17134
C 0.06846 -7.43321 0.72568
C 0.71794 -5.18805 -0.18839
C 1.72901 -4.23932 -0.09924
C 1.39426 -2.90154 -0.07482
Br 2.75921 -1.59351 -0.04759
C 0.07478 -2.44493 -0.12052
O -0.17712 -1.14056 0.06843
C -0.95314 -3.37743 -0.33694
C -0.58470 -4.72200 -0.32533
C -2.42382 -3.05331 -0.65749
C -2.73387 -1.56861 -0.87465
C -2.79261 -3.76142 -1.97212
C -3.31201 -3.58008 0.47483
H 0.97303 -8.26189 -1.72318
H 1.43027 -6.68039 -2.36737
H -0.25719 -7.02148 -1.97769
H 2.59104 -8.07914 0.20955
H 2.69033 -6.59482 1.15581
H 3.16670 -6.60528 -0.54846
H 0.32266 -8.49392 0.74173
H -0.97559 -7.35610 0.42206
H 0.15466 -7.04747 1.74289
H 2.76733 -4.52682 -0.04657
H -1.37117 -5.45255 -0.45878
H -2.16657 -1.15130 -1.70660
H -2.51362 -0.95716 -0.00401
H -3.79779 -1.47407 -1.10696
H -2.14922 -3.41825 -2.78283
H -3.82632 -3.53249 -2.23598
H -2.70061 -4.84421 -1.90307
H -3.05692 -3.09745 1.42106
H -3.20389 -4.65566 0.61633
H -4.36245 -3.37673 0.25480
Cl 4.20078 1.65784 -7.45397
C 3.37962 1.39022 -5.95226
C 3.94178 1.87336 -4.77924
C 3.28333 1.65654 -3.58168
C 2.07474 0.96801 -3.56703
C 1.52253 0.49156 -4.75259
C 2.17631 0.69844 -5.95348
C 1.34602 0.74175 -2.30129
O 0.23124 0.21587 -2.22868
O 1.91350 1.15377 -1.19933
H 4.88108 2.40594 -4.81340
H 3.70500 2.01734 -2.65379
H 0.58090 -0.03847 -4.72029
H 1.76672 0.33384 -6.88426
C -1.79021 -0.18587 4.55181
S -1.97000 -0.67083 2.83951
C -3.75048 -0.52786 2.72425
O -1.42235 0.49035 2.04190
H -2.29290 0.76547 4.71773
H -0.72305 -0.09325 4.73754
H -2.20862 -0.96527 5.18728
H -4.20227 -1.32874 3.30795
H -4.00875 -0.65585 1.67546
H -4.07060 0.44779 3.08556
C -2.20285 6.21317 -1.27587
C -2.45461 6.10162 0.22237
C -1.17650 6.32191 1.02570
C -3.14913 4.78853 0.58231
N -2.36451 3.60770 0.21407
C -1.31833 3.04566 0.80695
N -0.92587 2.04024 0.04152
N -1.76657 1.99569 -1.01669
N -2.62004 2.93147 -0.92304
H -1.80290 7.19653 -1.52070
H -3.11567 6.06571 -1.85344
H -1.47251 5.47216 -1.60651
H -3.17689 6.87045 0.51548
H -0.39265 5.61716 0.73785
H -1.35067 6.23568 2.10038
H -0.77990 7.31892 0.83637
H -4.09230 4.67334 0.05059
H -3.34363 4.71861 1.65329
H -0.88304 3.34460 1.74259
```

These are the Löwdin partial charges, in e, on atoms 1 to 5: atom 1 (W): 1.69, atom 2 (S): 1.17, atom 3 (C): -0.45, atom 4 (C): -0.07, atom 5 (C): -0.07

Density functional theory data (wB97M-V/def2-TZVPD) for a cluster of 8 separate species, C25H59BCl2NO9 in total in a non-equilibrium geometry.

Calculated values
Total charge ... +1
Electronic energy ... -72511.69755 eV
HOMO ... -10.773 eV
Multiplicity ... 1
Maximum force ... 2.7 eV/A
Frontier orbital gap ... 0.240 Ha

The geometry in XYZ format:
```
97
C25H59BCl2NO9 wB97M-V/def2-TZVPD
C -4.82836 2.45985 3.50300
C -3.76439 1.32904 3.44300
C -2.95563 1.08530 4.77717
C -3.49667 0.52025 2.37200
C -4.56611 0.34068 1.25629
C -4.18860 0.85880 -0.19207
C -2.75568 1.56457 -0.32083
C -2.44139 1.50778 -1.88809
C -2.93624 3.02750 0.23527
C -2.07760 4.16547 -0.40820
C -0.58391 4.34680 0.03077
C 0.34680 4.35199 -1.27376
C 1.50211 5.43777 -1.33953
N 0.77913 2.91740 -1.36600
C 0.73996 2.20493 -0.26653
C 1.12690 0.73808 -0.09198
Cl 0.13549 -0.66188 -0.61645
C 2.32026 0.45587 0.52341
C 3.27521 1.59539 1.00482
Cl 2.82346 -1.24020 0.80449
C 0.26782 3.26956 0.80908
B -0.10361 2.78405 2.29438
O -0.15765 3.80009 3.27552
O -0.32571 1.47381 2.72768
H -5.74986 2.27421 2.90267
H -4.34935 3.42541 3.17534
H -5.17005 2.59246 4.56855
H -2.58188 2.08729 5.11626
H -2.13363 0.36379 4.56589
H -3.64573 0.70514 5.58128
H -2.55682 -0.07078 2.27039
H -5.56760 0.77582 1.51718
H -4.75019 -0.76906 1.17065
H -4.14167 -0.04151 -0.86329
H -4.95200 1.54082 -0.65457
H -1.93992 0.97873 0.17414
H -1.35363 1.59130 -2.12549
H -3.05455 2.33732 -2.34414
H -2.79781 0.55244 -2.35352
H -2.87012 2.99179 1.36215
H -4.01390 3.29580 0.03530
H -2.11113 4.14765 -1.53271
H -2.60344 5.12995 -0.14460
H -0.37284 5.29720 0.58216
H -0.14965 4.49609 -2.26617
H 1.02452 6.43245 -1.54172
H 2.15816 5.43397 -0.43693
H 2.08239 5.19932 -2.27665
H 1.09412 2.39012 -2.18692
H 3.75060 2.07818 0.11188
H 4.10469 1.22240 1.65163
H 2.64103 2.29916 1.59805
H 1.23872 3.83471 0.99928
H -0.50321 3.37761 4.09011
H -0.59115 0.94484 1.95344
C -2.54070 -2.89214 -0.36129
O -3.80962 -2.38052 -0.74248
H -1.99217 -2.11161 0.16807
H -2.67056 -3.75136 0.30044
H -1.97898 -3.18831 -1.25258
H -4.27638 -3.08500 -1.20703
C 3.84872 5.08791 3.57401
O 2.86835 4.54677 2.69065
H 4.80176 5.13246 3.05001
H 3.55852 6.09499 3.87974
H 3.95068 4.44862 4.45353
H 2.03228 4.51708 3.17568
C 2.25954 -5.46381 1.88043
O 1.90162 -5.01609 0.57556
H 2.59703 -6.49596 1.81419
H 3.06768 -4.84560 2.27675
H 1.39230 -5.41009 2.54275
H 1.60631 -4.10250 0.65813
C 0.02824 -2.49833 -4.65452
O -0.86242 -1.50504 -4.14242
H 0.15236 -2.33901 -5.72384
H 0.99637 -2.41683 -4.16501
H -0.39109 -3.49307 -4.48391
H -0.95523 -1.66830 -3.19738
C 3.70569 -4.35374 5.02261
O 3.14412 -5.65714 5.10268
H 3.19505 -3.80313 4.23428
H 3.57072 -3.82967 5.97224
H 4.77065 -4.41912 4.78433
H 3.61108 -6.12344 5.80503
C 3.35656 -4.55810 -4.21704
O 2.49520 -3.85255 -5.09817
H 3.44743 -3.99191 -3.29002
H 2.93988 -5.54405 -3.99640
H 4.34541 -4.66809 -4.66964
H 2.43109 -4.37516 -5.91285
C 2.76594 -6.30011 -8.40557
O 2.33978 -5.75201 -7.16081
H 3.84452 -6.18030 -8.48626
H 2.51704 -7.36227 -8.44794
H 2.28198 -5.77239 -9.23011
H 1.38352 -5.86854 -7.10889
```

These are the Löwdin partial charges, in e, on atoms 1 to 5: atom 1 (C): -0.06, atom 2 (C): -0.32, atom 3 (C): -0.07, atom 4 (C): -0.10, atom 5 (C): -0.16